The following is a quantum chemistry calculation of 8 unconnected molecules or ions with the total composition C43H82Cl2FNO18S8 at a distorted geometry, from the OMol25 dataset.

The geometry in XYZ format:
```
155
Properties=species:S:1:pos:R:3:forces:R:3:mulliken_charge:R:1
C -6.463 2.065 1.284 0.75 -1.03 0.12 -0.718
C -5.627 0.796 1.489 -0.02 1.07 0.29 -0.414
O -5.120 0.821 2.829 -0.22 -0.54 -0.46 -0.204
C -5.341 -0.385 3.530 -0.01 0.36 0.73 -0.605
C -4.431 -0.415 4.752 -0.08 -0.95 -0.02 -1.080
C -3.095 -1.093 4.464 -0.22 -0.36 -0.78 -0.705
C -2.307 -0.454 3.305 0.33 0.49 0.96 -0.523
C -0.767 -0.437 3.505 -0.58 0.13 -0.48 -1.050
C -0.063 -1.328 2.467 0.19 0.33 0.96 0.297
C 1.420 -0.944 2.286 -0.64 0.37 -1.18 -0.081
C 1.452 0.480 1.678 0.02 -0.05 1.10 -2.251
C 2.235 -1.887 1.353 2.15 1.48 0.03 1.313
N 3.616 -1.664 1.723 -0.73 -0.68 0.65 -0.312
C 2.092 -1.539 -0.163 -0.01 -0.45 0.84 -1.226
Cl 3.360 -0.584 -0.904 -0.34 -0.17 0.27 0.120
C 1.132 -1.908 -0.975 -0.65 -0.19 -0.93 0.745
C 1.055 -1.585 -2.432 -0.61 -1.02 0.02 -0.915
Cl -0.198 -2.903 -0.433 0.01 0.08 -0.04 -0.328
O 2.018 -3.302 1.544 -0.94 0.52 0.25 -0.530
S 1.309 -3.684 2.920 -0.33 -1.65 0.40 1.352
O 2.049 -3.350 4.078 0.57 1.63 0.39 -0.620
O 1.017 -5.065 2.835 -0.49 -1.22 -0.98 -0.759
C -0.287 -2.810 2.843 0.84 0.66 -0.85 -0.162
F -0.861 -2.996 4.058 -0.05 0.00 0.54 -0.303
H -7.145 2.133 2.126 -0.28 0.20 -0.06 0.312
H -6.988 1.974 0.335 -0.13 0.33 -0.03 0.364
H -5.760 2.892 1.275 -0.51 0.15 -0.01 -0.010
H -4.756 0.845 0.829 -0.08 -0.36 -0.22 0.238
H -6.221 -0.095 1.292 0.10 -0.20 0.08 0.437
H -6.379 -0.461 3.879 -0.14 0.23 -0.20 0.391
H -5.176 -1.269 2.906 0.23 0.01 -0.15 0.414
H -4.947 -1.048 5.476 0.01 0.13 0.28 0.405
H -4.321 0.572 5.194 -0.03 0.19 -0.12 0.333
H -3.333 -2.117 4.167 0.03 -0.15 0.15 0.275
H -2.487 -1.199 5.357 0.11 0.27 0.15 0.462
H -2.556 -0.894 2.341 -0.11 -0.21 -0.03 0.379
H -2.642 0.580 3.233 0.00 0.11 -0.07 0.272
H -0.489 -0.696 4.523 0.02 -0.17 0.05 0.407
H -0.474 0.597 3.369 0.35 0.04 -0.12 0.479
H -0.556 -1.095 1.531 -0.09 -0.35 -0.30 0.462
H 1.943 -0.899 3.236 0.05 -0.36 0.15 0.618
H 1.287 1.168 2.503 0.00 0.21 -0.03 0.591
H 0.633 0.632 0.981 0.12 -0.03 -0.39 0.359
H 2.418 0.748 1.261 -0.02 -0.02 -0.28 0.479
H 4.252 -2.159 1.111 0.11 0.31 0.07 0.214
H 3.834 -0.678 1.768 0.25 -0.11 -0.19 0.218
H 0.567 -2.437 -2.903 -0.05 0.06 -0.24 -0.083
H 0.409 -0.729 -2.609 0.18 0.25 -0.09 0.300
H 2.033 -1.507 -2.882 0.10 0.37 -0.04 0.408
H -0.889 -3.339 2.115 0.04 -0.17 -0.17 0.261
C -2.939 -5.215 -3.740 0.13 0.11 -0.14 -0.731
C -2.909 -5.803 -5.155 0.10 -0.03 0.05 -0.699
C -2.302 -4.742 -6.082 -0.27 -0.36 -0.11 -0.698
S -1.205 -3.754 -5.061 -0.07 -0.33 0.15 1.210
O -1.727 -2.410 -4.985 0.17 0.08 -0.08 -0.681
O 0.163 -4.008 -5.441 0.05 0.31 -0.04 -0.692
C -1.559 -4.594 -3.526 -0.26 -0.25 0.25 -0.267
H -3.157 -5.974 -2.990 -0.02 0.02 0.00 0.474
H -3.709 -4.448 -3.674 -0.01 -0.02 0.03 0.278
H -2.285 -6.700 -5.165 0.03 0.03 0.00 0.366
H -3.903 -6.094 -5.487 -0.01 -0.01 0.03 0.255
H -1.728 -5.185 -6.892 0.08 0.15 -0.02 0.380
H -3.063 -4.078 -6.489 0.09 0.12 0.05 0.234
H -1.530 -3.882 -2.705 0.10 0.09 -0.09 0.153
H -0.798 -5.361 -3.385 0.07 0.07 -0.04 0.435
C 8.516 0.951 -0.405 -0.02 0.09 0.19 -0.459
C 9.018 0.515 0.978 0.04 -0.06 -0.12 -0.706
C 7.785 0.198 1.834 0.36 0.08 0.20 -0.879
S 6.505 -0.319 0.685 0.80 0.18 -0.31 1.377
O 5.437 0.655 0.717 0.00 -0.09 0.32 -0.709
O 6.248 -1.729 0.853 -0.15 -0.03 0.06 -0.684
C 7.456 -0.068 -0.802 0.11 0.12 -0.15 -0.208
H 9.322 0.990 -1.136 -0.04 -0.01 -0.03 0.418
H 8.070 1.945 -0.342 -0.03 -0.01 -0.08 0.237
H 9.635 -0.380 0.876 -0.03 -0.01 0.01 0.309
H 9.632 1.284 1.446 -0.02 -0.01 0.02 0.355
H 7.974 -0.607 2.541 -0.17 -0.03 0.00 0.372
H 7.423 1.078 2.362 -0.12 -0.03 -0.06 0.396
H 6.801 0.274 -1.600 0.04 -0.19 0.22 -0.325
H 7.908 -1.024 -1.071 -0.08 -0.05 0.04 0.462
C -1.248 5.598 0.318 -0.02 -0.02 0.11 -0.663
C -1.391 4.591 1.467 0.00 -0.01 -0.08 -0.440
C -2.758 4.830 2.120 0.33 -0.14 0.20 -0.249
S -3.816 5.497 0.831 0.31 -0.23 0.03 1.095
O -4.167 6.852 1.178 -0.24 0.01 -0.02 -0.612
O -4.817 4.519 0.481 -0.02 0.51 -0.10 -0.748
C -2.567 5.546 -0.448 0.35 0.06 -0.12 -0.764
H -0.403 5.360 -0.327 -0.01 0.01 0.00 0.354
H -1.091 6.600 0.723 -0.01 0.01 -0.04 0.311
H -1.345 3.575 1.068 -0.01 0.01 -0.01 0.166
H -0.587 4.693 2.195 -0.02 0.00 0.01 0.356
H -3.198 3.909 2.498 -0.16 0.08 -0.01 0.097
H -2.700 5.569 2.919 -0.11 0.05 -0.04 0.248
H -2.732 6.410 -1.088 -0.16 -0.01 0.04 0.416
H -2.652 4.627 -1.028 -0.07 0.00 0.02 0.335
C -7.699 -2.927 -5.830 0.11 -0.03 -0.04 -0.581
C -7.231 -3.538 -7.157 -0.06 0.03 0.03 -0.730
C -6.357 -4.751 -6.820 0.01 0.22 -0.34 0.221
S -6.942 -5.367 -5.236 -0.31 0.15 -0.09 1.053
O -5.896 -5.193 -4.256 -0.15 -0.17 -0.05 -0.552
O -7.592 -6.637 -5.424 0.19 -0.12 0.16 -0.707
C -8.177 -4.100 -4.979 -0.11 0.36 -0.02 -0.711
H -8.491 -2.194 -5.979 0.00 0.00 0.01 0.349
H -6.863 -2.425 -5.339 -0.03 0.00 0.03 0.300
H -8.099 -3.859 -7.737 0.00 -0.01 0.02 0.307
H -6.684 -2.816 -7.763 0.01 -0.02 0.00 0.356
H -6.448 -5.541 -7.562 0.05 -0.11 0.12 0.439
H -5.311 -4.472 -6.704 0.00 -0.04 0.10 -0.444
H -8.245 -3.867 -3.919 0.06 -0.15 0.03 0.399
H -9.129 -4.489 -5.340 0.03 -0.08 0.02 0.361
C -5.995 9.870 4.576 0.10 0.08 0.00 -0.628
C -4.841 10.112 3.595 -0.07 -0.07 -0.05 -0.447
C -3.532 9.873 4.359 -0.06 0.26 -0.34 -0.640
S -3.918 8.689 5.654 -0.19 -0.09 -0.29 1.090
O -3.756 9.332 6.933 0.14 -0.12 0.06 -0.668
O -3.283 7.428 5.354 0.14 0.02 0.22 -0.614
C -5.665 8.565 5.293 -0.33 0.12 -0.11 -0.683
H -6.955 9.812 4.064 0.00 -0.01 0.01 0.344
H -6.047 10.690 5.297 -0.03 -0.03 0.02 0.319
H -4.915 9.406 2.765 0.01 -0.02 0.03 0.158
H -4.871 11.116 3.175 0.02 0.00 0.01 0.334
H -2.758 9.459 3.719 0.06 -0.07 0.13 0.346
H -3.173 10.783 4.837 0.01 -0.07 0.12 0.349
H -6.219 8.426 6.218 0.14 -0.06 0.07 0.401
H -5.807 7.708 4.635 0.07 -0.02 0.02 0.347
C 4.097 3.042 -4.430 0.09 0.08 -0.02 -0.735
C 5.130 3.314 -5.531 -0.06 -0.05 0.02 -0.627
C 6.520 3.239 -4.885 -0.12 0.22 -0.36 -0.780
S 6.362 2.116 -3.493 -0.32 0.14 -0.47 1.314
O 6.582 2.856 -2.276 0.19 -0.13 0.08 -0.660
O 7.081 0.898 -3.777 0.17 0.04 0.21 -0.712
C 4.608 1.820 -3.672 -0.34 0.08 -0.05 -0.365
H 3.103 2.868 -4.840 0.00 -0.01 0.01 0.384
H 4.039 3.901 -3.757 -0.02 -0.03 0.03 0.325
H 5.043 2.552 -6.308 0.00 -0.01 0.02 0.292
H 4.970 4.282 -6.004 0.02 -0.01 0.00 0.344
H 7.269 2.850 -5.571 0.09 -0.05 0.14 0.362
H 6.837 4.205 -4.499 0.02 -0.06 0.12 0.360
H 4.156 1.698 -2.689 0.15 -0.05 0.05 0.153
H 4.484 0.910 -4.259 0.06 -0.02 0.03 0.355
C 7.204 -5.135 3.519 -0.02 0.03 -0.09 -0.323
C 6.114 -5.884 2.743 0.01 0.00 0.05 -0.478
C 6.600 -6.024 1.295 -0.39 0.02 0.11 -0.534
S 8.395 -6.040 1.364 -0.21 -0.08 0.21 1.135
O 8.893 -4.859 0.704 0.15 -0.10 -0.10 -0.613
O 8.879 -7.355 1.027 0.16 0.11 -0.18 -0.691
C 8.524 -5.799 3.132 -0.14 0.16 0.33 -0.776
H 7.037 -5.179 4.595 0.00 0.01 -0.01 0.373
H 7.213 -4.085 3.220 0.01 -0.01 0.01 0.047
H 5.970 -6.874 3.181 0.02 0.00 -0.01 0.325
H 5.158 -5.364 2.788 0.00 0.00 -0.01 0.162
H 6.255 -6.947 0.836 0.13 0.01 -0.11 0.380
H 6.299 -5.171 0.687 0.13 0.03 -0.02 0.235
H 9.397 -5.190 3.355 0.07 -0.06 -0.14 0.420
H 8.623 -6.781 3.593 0.03 -0.02 -0.07 0.365
```
Positions in Å, forces in eV/Å.

LUMO level, eV: -0.022
Structure (SMILES): CCOCCCCC[C@H]1[C@H](C)[C@](N)(/C(Cl)=C(/C)Cl)OS(=O)(=O)[C@H]1F.O=S1(=O)CCCC1.O=S1(=O)CCCC1.O=S1(=O)CCCC1.O=S1(=O)CCCC1.O=S1(=O)CCCC1.O=S1(=O)CCCC1.O=S1(=O)CCCC1
HOMO, eV: -9.36
E, eV: -198706.619
Spin multiplicity: 1